{
  "formula": "C34H32BrMnN3O3SSi",
  "method": "ωB97M-V/def2-TZVPD",
  "species": ["Mn", "N", "C", "C", "O", "N", "C", "C", "O", "O", "H", "H", "H", "H", "H", "H", "C", "C", "C", "C", "C", "Br", "N", "C", "H", "H", "H", "H", "H", "H", "C", "C", "C", "C", "C", "C", "Si", "C", "C", "C", "C", "C", "C", "C", "C", "C", "C", "C", "C", "H", "H", "H", "H", "H", "H", "H", "H", "H", "H", "H", "H", "H", "H", "H", "S", "C", "C", "C", "C", "C", "C", "H", "H", "H", "H", "H"],
  "positions_angstrom": [[-0.356, -0.274, 0.447], [1.687, -0.467, -0.794], [1.580, -1.695, -1.586], [0.124, -1.963, -1.981], [-0.090, -2.641, -3.001], [-0.741, -1.485, -1.108], [-2.147, -1.770, -1.283], [-2.958, -1.146, -0.154], [-4.171, -1.296, -0.114], [-2.275, -0.443, 0.698], [1.531, 0.336, -1.392], [2.621, -0.364, -0.409], [1.911, -2.534, -0.966], [2.192, -1.682, -2.491], [-2.348, -2.845, -1.294], [-2.526, -1.367, -2.230], [3.662, -2.954, 2.225], [3.037, -1.596, 2.390], [3.719, -0.544, 2.991], [3.090, 0.672, 3.175], [1.797, 0.809, 2.686], [0.909, 2.457, 2.967], [1.141, -0.144, 2.054], [1.733, -1.353, 1.973], [4.741, -2.861, 2.083], [3.239, -3.491, 1.378], [3.488, -3.569, 3.109], [4.737, -0.689, 3.340], [3.566, 1.501, 3.677], [1.117, -2.154, 1.562], [-3.699, 1.498, -4.073], [-2.359, 1.142, -4.170], [-1.523, 1.298, -3.075], [-1.980, 1.820, -1.858], [-3.334, 2.154, -1.783], [-4.184, 1.998, -2.874], [-0.782, 1.903, -0.366], [-1.731, 3.082, 0.823], [-1.722, 4.476, 0.718], [-2.428, 5.284, 1.604], [-3.183, 4.706, 2.617], [-3.224, 3.322, 2.730], [-2.504, 2.523, 1.849], [0.588, 3.058, -1.109], [1.906, 2.982, -0.642], [2.921, 3.791, -1.142], [2.644, 4.707, -2.147], [1.350, 4.799, -2.642], [0.346, 3.983, -2.132], [-4.363, 1.364, -4.920], [-1.973, 0.718, -5.090], [-0.486, 0.986, -3.164], [-3.740, 2.526, -0.849], [-5.234, 2.250, -2.778], [-1.139, 4.947, -0.067], [-2.392, 6.364, 1.503], [-3.739, 5.330, 3.308], [-3.821, 2.859, 3.508], [-2.562, 1.443, 1.935], [2.143, 2.267, 0.137], [3.929, 3.702, -0.751], [3.431, 5.337, -2.547], [1.122, 5.505, -3.433], [-0.655, 4.060, -2.545], [-0.921, -3.506, 2.108], [-0.019, -4.927, 1.660], [1.000, -5.475, 2.469], [1.722, -6.601, 2.100], [1.464, -7.249, 0.897], [0.459, -6.734, 0.080], [-0.262, -5.611, 0.449], [1.188, -4.992, 3.422], [2.495, -6.981, 2.763], [2.031, -8.123, 0.599], [0.240, -7.216, -0.868], [-1.028, -5.217, -0.208]],
  "homo_ev": [-1.251, -1.244],
  "homo_lumo_gap_ev": [5.21, 5.20],
  "total_energy_ha": -6117.59397,
  "total_charge": -2,
  "multiplicity": 2
}


{
  "formula": "CHNO8S2",
  "method": "ωB97M-V/def2-TZVPD",
  "species": ["C", "N", "O", "O", "O", "O", "O", "O", "O", "O", "S", "S", "H"],
  "positions_angstrom": [[-0.048, -0.227, -0.434], [1.779, -0.479, -0.011], [2.430, -0.787, -0.965], [-0.836, -1.604, 1.788], [1.291, 1.740, -0.695], [2.156, -0.339, 1.099], [-2.349, -0.004, 0.743], [-1.741, -2.048, -0.438], [-1.027, 2.156, -1.161], [-0.250, 1.867, 1.171], [-1.310, -1.003, 0.544], [-0.083, 1.590, -0.236], [-0.010, -0.861, -1.405]],
  "homo_ev": -1.929,
  "homo_lumo_gap_ev": 8.14,
  "total_energy_ha": -1491.66943,
  "total_charge": -2,
  "multiplicity": 1
}


{
  "formula": "C3H4N2S",
  "method": "ωB97M-V/def2-TZVPD",
  "species": ["C", "C", "C", "H", "H", "H", "H", "N", "N", "S"],
  "positions_angstrom": [[0.100, 0.921, 0.003], [0.826, -0.356, 0.143], [2.275, -0.249, 0.010], [-3.189, 0.191, -0.147], [0.659, 1.879, 0.052], [0.481, -1.133, -0.574], [0.560, -0.697, 1.141], [-1.188, 0.982, -0.002], [3.405, -0.147, -0.120], [-2.077, -0.499, -0.034]],
  "homo_ev": -9.667,
  "homo_lumo_gap_ev": 10.28,
  "total_energy_ha": -624.36464,
  "total_charge": 0,
  "smiles": "N#CC/C=N\\S",
  "multiplicity": 1
}


{
  "formula": "C9H16N",
  "method": "ωB97M-V/def2-TZVPD",
  "species": ["C", "C", "C", "C", "C", "C", "C", "C", "C", "N", "H", "H", "H", "H", "H", "H", "H", "H", "H", "H", "H", "H", "H", "H", "H", "H"],
  "positions_angstrom": [[-1.702, -1.604, 0.338], [-2.109, -0.339, 0.374], [1.397, 0.656, 0.666], [0.934, 0.859, -0.769], [-0.756, -0.673, 0.794], [-0.048, -0.345, 3.416], [-0.708, 1.219, -2.569], [1.011, -1.629, -0.382], [-0.072, 1.803, -1.345], [0.429, -0.355, 0.033], [-1.869, -2.619, 0.238], [-2.850, 0.298, -0.005], [2.394, 0.377, 0.903], [0.880, 1.322, 1.426], [1.606, 0.326, -1.456], [-0.003, -1.415, 3.475], [-0.881, 0.150, 3.896], [0.874, 0.223, 3.304], [-1.171, 0.203, -2.191], [-0.141, 0.938, -3.490], [-1.581, 1.987, -2.914], [0.375, -1.936, -1.236], [2.016, -1.528, -0.843], [0.982, -2.424, 0.392], [-0.845, 2.286, -0.672], [0.558, 2.618, -1.720]],
  "homo_ev": [-12.089, -11.827],
  "homo_lumo_gap_ev": [8.48, 8.76],
  "total_energy_ha": -406.73689,
  "total_charge": 1,
  "multiplicity": 1
}